Entry 1:
Entry from the OMol25 dataset: a cluster of 4 separate species, C35H67N7O5P in total at a distorted geometry (ωB97M-V with the def2-TZVPD basis set).

Kohn-Sham gap (alpha / beta) = 8.270 / 8.980 eV
DFT total energy = -2474.30613 hartree
Spin multiplicity = 4
E_HOMO (alpha / beta) = -8.4 / -9.1 eV
Molar mass = 696.94 g mol⁻¹

The geometry in XYZ format:
```
115
C35H67N7O5P ωB97M-V with the def2-TZVPD basis set
C 0.67 2.36 5.19
C 0.89 0.92 4.61
N -0.36 0.22 4.23
C -0.81 -0.79 5.20
C -0.71 -0.25 6.63
N -0.74 0.29 7.61
P 0.35 -2.27 5.10
N -0.10 -3.42 4.11
C -2.32 -1.12 4.91
O -2.68 -2.47 5.23
C -2.68 -0.98 3.43
N -2.90 -0.76 2.36
C -3.35 -0.19 5.68
C -3.90 -0.77 7.00
O -4.15 -0.02 7.88
H -0.30 2.80 4.90
H 1.53 2.96 4.83
H 0.77 2.34 6.29
H 1.55 0.35 5.30
H 1.47 1.05 3.67
H -0.15 -0.25 3.34
H 0.55 -2.71 6.45
H 1.60 -1.77 4.65
H 0.64 -3.48 3.40
H -2.25 -2.72 6.06
H -4.23 -0.08 5.00
H -2.97 0.84 5.82
H -4.09 -1.85 7.19
C 0.15 6.87 0.34
C 1.38 6.39 1.14
C 2.67 6.67 0.34
C 2.87 5.73 -0.83
C 2.83 4.28 -0.35
C 1.55 3.94 0.43
N 1.24 4.94 1.50
O 2.04 4.72 2.52
C 0.38 3.81 -0.56
C 1.69 2.53 1.00
C 1.37 7.30 2.38
H 0.30 7.90 0.00
H -0.06 6.29 -0.55
H -0.74 6.86 0.96
H 3.54 6.60 1.01
H 2.66 7.70 -0.02
H 2.11 5.90 -1.60
H 3.83 5.93 -1.31
H 2.93 3.61 -1.21
H 3.71 4.10 0.28
H -0.58 3.83 -0.04
H 0.42 2.87 -1.11
H 0.37 4.58 -1.33
H 2.57 2.41 1.64
H 1.81 1.79 0.20
H 0.81 2.24 1.58
H 0.50 7.10 3.00
H 1.34 8.35 2.07
H 2.26 7.18 2.99
C -2.44 -8.57 -0.02
C -1.95 -7.31 -0.75
C -0.41 -7.27 -0.75
C 0.18 -6.90 0.61
C -0.40 -5.58 1.09
C -1.94 -5.57 1.13
N -2.55 -6.08 -0.14
O -2.47 -5.12 -1.03
C -2.42 -6.41 2.33
C -2.42 -4.15 1.46
C -2.42 -7.53 -2.19
H -1.93 -9.46 -0.40
H -2.27 -8.57 1.05
H -3.51 -8.71 -0.18
H -0.05 -6.55 -1.49
H -0.02 -8.24 -1.06
H -0.01 -7.70 1.34
H 1.26 -6.82 0.53
H -0.01 -5.35 2.09
H -0.04 -4.78 0.43
H -3.48 -6.65 2.25
H -2.28 -5.85 3.27
H -1.86 -7.33 2.48
H -2.05 -3.40 0.76
H -2.05 -3.84 2.44
H -3.51 -4.09 1.48
H -3.51 -7.52 -2.26
H -2.08 -8.50 -2.56
H -2.03 -6.78 -2.88
C -0.59 1.45 -7.19
C 0.06 2.46 -6.22
C 1.24 3.16 -6.91
C 2.47 2.27 -7.04
C 2.87 1.72 -5.67
C 1.73 0.99 -4.96
N 0.45 1.78 -4.95
O 0.57 2.71 -4.03
C 1.51 -0.38 -5.63
C 2.18 0.64 -3.53
C -1.06 3.49 -6.01
H -0.79 1.92 -8.15
H 0.02 0.58 -7.42
H -1.54 1.08 -6.80
H 1.52 4.05 -6.34
H 0.94 3.51 -7.90
H 2.27 1.45 -7.74
H 3.29 2.85 -7.46
H 3.73 1.05 -5.79
H 3.22 2.56 -5.06
H 0.55 -0.82 -5.33
H 2.29 -1.08 -5.33
H 1.56 -0.35 -6.71
H 2.50 1.51 -2.96
H 3.05 -0.03 -3.57
H 1.39 0.13 -2.98
H -1.91 3.05 -5.48
H -1.42 3.86 -6.97
H -0.72 4.36 -5.44
```


Entry 2:
Entry from the OMol25 dataset: a structure of composition C35H69InN3O11 at a distorted geometry (ωB97M-V with the def2-TZVPD basis set).

Kohn-Sham gap = 3.551 eV
DFT total energy = -2556.74024 hartree
E_HOMO = -5.1 eV
Molar mass = 822.77 g mol⁻¹
Net charge = -1

The geometry in XYZ format:
```
119
C35H69InN3O11 ωB97M-V with the def2-TZVPD basis set
In -0.42 -1.88 0.02
C 2.26 1.67 2.35
C 1.51 0.44 1.85
O 0.37 0.21 2.34
O 1.93 -0.30 0.87
H 3.29 1.32 2.45
H 1.98 1.95 3.37
H 2.14 2.47 1.62
C -1.63 -4.76 -3.84
C -1.21 -3.74 -2.86
O -0.01 -3.52 -2.60
O -2.05 -3.25 -2.08
H -2.51 -4.48 -4.42
H -1.71 -5.70 -3.29
H -0.87 -4.98 -4.60
C -2.64 -3.91 4.15
C -2.20 -3.04 2.95
O -1.70 -1.95 3.13
O -2.24 -3.46 1.80
H -3.41 -3.45 4.76
H -1.80 -4.23 4.76
H -3.04 -4.84 3.76
C -4.46 1.89 0.63
C -3.29 1.26 1.43
O -2.71 0.21 1.06
O -2.96 1.76 2.51
H -4.91 1.10 0.03
H -4.01 2.66 0.00
H -5.28 2.22 1.26
C -0.49 3.74 0.85
C -1.19 5.19 0.87
C -1.38 5.76 2.31
C -0.11 6.48 2.82
C 0.41 7.50 1.79
C 0.71 6.86 0.40
N -0.46 6.06 -0.07
O -0.17 5.45 -1.29
C 1.03 8.11 -0.48
C 2.07 6.03 0.53
C -2.68 5.04 0.42
H -1.20 3.03 0.44
H -0.04 3.42 1.80
H 0.31 3.74 0.11
H -2.22 6.44 2.44
H -1.54 4.89 2.95
H 0.76 5.83 2.95
H -0.24 7.06 3.73
H 1.27 8.00 2.24
H -0.37 8.26 1.73
H 1.36 7.93 -1.51
H 0.09 8.66 -0.58
H 1.74 8.70 0.08
H 2.17 5.49 -0.41
H 2.76 6.83 0.81
H 2.07 5.33 1.35
H -3.35 4.60 1.16
H -2.73 4.40 -0.46
H -3.02 6.06 0.24
H -0.99 5.72 -1.72
C 2.18 -6.91 0.45
C 1.11 -5.96 0.92
C 0.35 -6.65 2.06
C 1.10 -6.55 3.39
C 1.36 -5.05 3.78
C 2.21 -4.39 2.69
N 1.57 -4.57 1.34
O 2.19 -3.83 0.28
C 2.19 -2.91 3.02
C 3.64 -4.89 2.76
C 0.10 -5.77 -0.26
H 2.91 -7.15 1.23
H 2.74 -6.38 -0.32
H 1.73 -7.83 0.08
H -0.68 -6.30 2.02
H 0.31 -7.73 1.91
H 1.94 -7.21 3.18
H 0.44 -7.00 4.13
H 1.89 -5.12 4.73
H 0.41 -4.54 3.96
H 2.45 -2.66 4.05
H 2.88 -2.28 2.48
H 1.20 -2.47 2.88
H 3.67 -5.98 2.78
H 4.22 -4.46 1.95
H 4.07 -4.57 3.71
H -0.46 -6.67 -0.52
H 0.61 -5.64 -1.21
H -0.55 -4.90 -0.17
H 2.99 -4.36 0.16
C -1.34 2.41 -3.53
C -1.36 0.91 -3.23
C -1.59 -0.01 -4.49
C -0.39 -0.18 -5.39
C 0.80 -0.59 -4.61
C 1.10 0.29 -3.38
N -0.17 0.39 -2.50
O 0.04 0.95 -1.23
C 2.15 -0.58 -2.62
C 1.75 1.64 -3.83
C -2.60 0.75 -2.40
H -2.27 2.66 -4.03
H -0.48 2.68 -4.14
H -1.17 3.01 -2.63
H -1.89 -1.03 -4.26
H -2.35 0.42 -5.14
H -0.29 0.71 -6.02
H -0.49 -0.99 -6.11
H 1.65 -0.55 -5.28
H 0.73 -1.65 -4.37
H 2.40 -0.20 -1.63
H 1.71 -1.57 -2.48
H 3.09 -0.76 -3.13
H 1.74 2.39 -3.03
H 2.79 1.52 -4.13
H 1.30 1.93 -4.78
H -2.53 1.36 -1.50
H -2.87 -0.28 -2.19
H -3.55 0.94 -2.90
H 0.33 1.85 -1.38
```